C19H14Cl3NS2SiTc | wB97M-V/def2-TZVPD

Values from the calculation:
Kohn-Sham gap (alpha / beta), eV: 6.60 / 6.61
Charge: 0
2S+1: 2
Energy above the lowest of the compared OMol25 structures with the same formula, charge and spin, kcal/mol: 7.3
Expectation value of S²: 0.7709

Geometry as XYZ:
```
41
C19H14Cl3NS2SiTc (wB97M-V/def2-TZVPD)
Tc -1.389 -0.724 -0.378
Cl -2.018 -4.497 -0.222
Cl -1.375 -3.005 2.646
Cl 0.965 -3.376 0.348
S -2.394 0.942 0.637
S -3.508 -1.568 -0.652
Si -1.039 -2.887 0.621
N 0.382 -0.212 -0.338
C 2.451 0.512 -3.976
C 1.850 0.064 -2.813
C 1.620 0.064 -0.335
C 3.483 1.440 -3.912
C 4.383 -0.775 2.085
C 2.434 -0.105 3.328
C 3.917 1.913 -2.682
C -6.360 1.603 0.877
C -4.995 1.771 1.012
C -4.139 0.790 0.518
C -6.871 0.458 0.264
C 1.749 0.105 2.144
C 3.750 -0.546 3.299
C -6.021 -0.518 -0.215
C 2.384 -0.112 0.922
C 3.706 -0.552 0.897
C 2.286 0.531 -1.574
C -4.639 -0.349 -0.101
C 3.327 1.455 -1.514
H 4.715 2.641 -2.631
H 1.941 0.073 4.274
H 0.720 0.441 2.155
H 3.950 1.793 -4.822
H -6.410 -1.414 -0.681
H 4.193 -0.743 -0.050
H 5.403 -1.134 2.064
H 1.054 -0.668 -2.852
H 4.283 -0.717 4.226
H 3.661 1.827 -0.554
H -7.034 2.360 1.255
H -4.589 2.651 1.495
H 2.118 0.136 -4.934
H -7.941 0.331 0.168
```